16
Properties=species:S:1:pos:R:3 method="wB97M-V/def2-TZVPD" spin_multiplicity=1 fmax_ev_per_a=2.77 orbital_gap_ev=10.72 molar_mass_da=86.13 total_charge=0 lumo_ev=1.111
C 2.8997 0.4935 -0.2435
C 1.9419 -0.2870 0.2514
C 0.6678 -0.6913 -0.4157
C -0.5216 -0.1810 0.3923
O -1.6549 -0.4257 -0.4290
C -2.8138 0.3852 -0.0559
H 3.7735 0.7450 0.3181
H 2.9002 0.7924 -1.2988
H 2.0440 -0.6568 1.2493
H 0.6453 -1.8037 -0.3978
H 0.5910 -0.2735 -1.4524
H -0.3628 0.9080 0.5963
H -0.6439 -0.7687 1.3291
H -3.3496 -0.0535 0.9396
H -3.6393 0.3375 -0.8911
H -2.4774 1.4795 0.1082